{
  "formula": "C7H10Cl3GeHfI2N",
  "method": "ωB97M-V with the def2-TZVPD basis set",
  "e_above_lowest_kcal_mol": 0.0,
  "homo_lumo_gap_ev": [7.4, 8.0],
  "fmax_ha_per_bohr": 0.0232,
  "total_charge": 3,
  "e_homo_ha": [-0.698, -0.735],
  "multiplicity": 2,
  "total_energy_ha": -4427.45409,
  "elements": ["Hf", "I", "C", "I", "H", "H", "Cl", "Ge", "Cl", "Cl", "C", "C", "C", "C", "C", "C", "N", "H", "H", "H", "H", "H", "H", "H", "H"],
  "xyz": [[-0.063, 0.519, -1.228], [-0.527, -2.610, -1.243], [0.868, -2.747, -2.830], [1.925, -0.918, -3.032], [0.335, -2.931, -3.756], [1.593, -3.517, -2.589], [-2.081, 4.622, -3.089], [-0.804, 3.290, -4.052], [0.791, 2.650, -1.656], [-1.745, 0.727, -2.834], [-2.528, 0.005, 1.203], [-1.132, -0.035, 1.687], [-0.649, -0.338, 2.982], [0.717, -0.220, 2.951], [1.085, 0.160, 1.637], [2.438, 0.438, 1.114], [-0.061, 0.263, 0.856], [-3.077, -0.889, 1.508], [-2.619, 0.113, 0.116], [-3.057, 0.847, 1.663], [-1.264, -0.608, 3.828], [1.406, -0.378, 3.767], [2.877, 1.284, 1.653], [2.467, 0.683, 0.047], [3.103, -0.410, 1.297]],
  "forces_ev_per_a": [[0.55, -0.74, -0.76], [-0.07, 0.18, 0.12], [-0.01, -0.13, -0.06], [-0.03, 0.49, 0.25], [0.01, -0.04, -0.03], [0.00, -0.04, -0.03], [0.13, -0.18, -0.07], [-0.23, 0.46, -0.22], [0.27, -0.11, 0.19], [-0.34, -0.07, 0.29], [-0.01, 0.00, 0.13], [-0.06, 0.04, -0.14], [-0.04, -0.02, 0.07], [0.05, -0.01, 0.05], [-0.10, 0.08, -0.10], [0.02, -0.03, 0.11], [-0.14, 0.07, 0.34], [0.02, -0.02, -0.01], [0.02, 0.00, -0.01], [0.01, 0.02, -0.01], [-0.01, 0.01, -0.01], [0.01, 0.02, -0.01], [-0.02, 0.03, -0.02], [-0.01, 0.00, -0.02], [-0.01, -0.02, -0.03]]
}